20
Properties=species:S:1:pos:R:3:forces:R:3 method="wB97M-V/def2-TZVPD" smiles=C[C@@H](N)CS.O.O spin_multiplicity=1
S 3.395899 2.004682 -0.646457 -0.9 -0.8 -0.3
O -5.467259 -0.970794 -1.192419 -0.2 0.4 -0.6
O -1.428731 -2.075961 -1.971827 0.6 -0.9 -0.7
N 0.542724 1.620832 0.996296 -1.8 -0.1 -2.4
C 0.801886 -0.808908 1.164754 0.8 -0.6 0.9
C 1.140371 0.415740 0.374293 2.6 0.0 -1.4
C 2.615635 0.703740 0.469689 3.2 2.1 2.3
H 1.273816 0.175623 -0.754633 -2.3 0.7 1.0
H -0.957578 -1.564812 -1.314739 -0.6 0.4 0.2
H -2.371810 -1.924305 -2.037928 0.1 0.6 0.5
H 3.399696 -0.042787 0.516635 -0.6 -1.0 -0.5
H 2.177741 2.414515 -0.992233 0.0 0.5 -0.5
H -0.266114 -1.002555 1.239444 -0.1 -0.1 -0.1
H 1.201812 -0.680704 2.192781 -0.4 0.1 -0.4
H 2.852561 1.268627 1.394478 -0.7 -0.7 0.2
H -5.073496 -1.692040 -0.712729 0.1 -0.2 0.5
H 0.842538 2.416007 0.430208 0.7 0.2 0.5
H -5.601226 -0.238542 -0.583375 0.1 -0.2 0.1
H -0.431292 1.661368 0.652540 0.0 -0.4 0.8
H 1.352830 -1.679729 0.775214 -0.5 0.2 -0.1

***

12
Properties=species:S:1:pos:R:3:forces:R:3 method="wB97M-V/def2-TZVPD" charge=+1 spin_multiplicity=1
N 1.534260 1.170229 -0.438514 3.2 0.4 -1.6
N 2.334038 0.337309 -0.179567 -1.3 1.4 0.0
N -0.105889 1.142469 0.543413 -0.5 -1.9 -0.6
N 0.905746 -1.139599 0.310152 -2.1 0.4 -0.6
N -1.374019 -0.824546 -0.398939 -2.0 0.3 1.0
N 2.193700 -0.896235 0.248995 0.2 -0.2 0.5
C -0.000146 -0.224703 0.048469 -1.1 0.4 1.7
H -2.243436 -0.940768 0.269370 2.5 0.4 -0.2
H -1.122568 -1.833369 -0.616592 -0.5 1.4 -0.8
H 0.227289 1.539681 1.415108 -0.1 -0.8 0.2
H -0.435505 1.836786 -0.111689 -0.1 0.0 0.2
H -1.913474 -0.167257 -1.090208 1.9 -2.0 0.4

***

120
Properties=species:S:1:pos:R:3:forces:R:3 method="wB97M-V/def2-TZVPD" smiles="CCCCNc1c(CCF)c(I)c2c(c1OC#N)C(=O)C(CC(=O)Br)=C(CC(=O)c1ccccc1)C2=O.O=C1CCCO1.O=C1CCCO1.O=C1CCCO1.O=C1CCCO1.O=C1CCCO1" spin_multiplicity=1
I 1.478840 -2.124482 -2.265083 -0.9 -0.1 1.5
Br 1.930935 2.973985 5.481081 0.1 -1.1 -0.4
F -2.917658 -0.740076 -2.885440 -0.6 -1.1 1.0
O 6.001675 1.843868 -4.863079 0.1 -0.3 -0.5
O 5.825758 0.342537 -6.544591 0.1 0.2 0.3
O -6.177381 -1.890732 -0.861561 -0.3 -0.5 -0.1
O 5.179986 4.033444 1.085039 0.0 -0.5 -0.3
O -3.137880 2.119477 0.323937 0.1 0.5 -0.3
O 0.457071 1.001099 4.171820 2.8 0.6 1.3
O -0.469953 2.152403 -2.548067 0.5 0.5 -0.2
O -2.104393 4.043875 -0.258134 -0.3 -0.3 0.0
O -1.794980 -2.540668 3.612372 0.8 -3.2 -0.6
O 1.017595 -2.563997 4.667755 0.5 1.5 -2.3
O 3.505681 -2.304312 0.281348 -1.8 1.2 1.3
O 1.270858 3.293879 -3.425714 -0.3 -0.2 0.4
O 6.368641 -1.033678 2.093283 -2.1 1.9 0.7
O -8.239366 -2.714780 -1.282994 0.3 0.2 0.1
O 5.343993 2.239818 -0.282615 -0.1 0.4 0.5
N -1.684590 -4.887266 4.612836 -0.1 2.6 -1.7
N -3.284786 -2.861318 1.111445 2.0 -0.5 -0.4
C 6.877567 3.240824 4.423053 -1.0 -4.3 0.9
C -1.822435 1.870538 -2.948222 -0.5 -0.2 0.0
C -1.940882 3.388446 1.996053 0.0 0.5 0.2
C 3.084219 -0.816805 2.204967 -1.0 -0.5 1.1
C -2.487022 3.084153 0.625628 -0.1 -0.8 0.1
C 6.295524 0.237633 4.995101 0.9 4.2 -0.9
C 5.641222 -0.113715 2.470645 1.7 -0.1 0.1
C -1.095989 -2.535121 -0.309081 1.1 -0.4 1.3
C 2.700735 0.058833 4.625467 -0.6 0.3 0.0
C 1.236583 -1.981859 3.605226 -0.2 0.0 0.1
C -1.576270 4.855561 1.875047 0.1 0.3 0.5
C 6.737512 1.164487 6.107520 -0.7 0.3 -3.0
C 5.005279 3.521919 0.007047 0.2 0.6 0.2
C -2.203052 2.998512 -3.879541 -0.4 0.3 -0.2
C -4.879116 -4.873367 1.505132 1.3 -0.6 -0.5
C -1.703804 -3.846293 4.065280 -0.3 0.3 1.2
C -1.115415 -2.482730 2.354850 3.0 0.6 -4.0
C -3.654458 -4.242866 0.671261 -1.3 0.0 -0.4
C 2.672460 -1.811651 1.034120 0.0 -0.4 0.5
C 6.430922 2.310455 3.300263 0.7 -0.2 3.2
C -8.120773 -0.560570 -0.342413 -0.4 -0.1 0.3
C 0.364422 -2.219919 2.296657 -0.6 0.1 -1.6
C 1.557348 1.186493 4.661645 -2.1 -1.5 -1.2
C 6.992992 2.616549 5.812883 -0.5 -0.8 -2.1
C 0.113407 2.962935 -3.463898 0.5 -0.1 -0.2
C -6.483066 -5.298044 -0.474127 0.9 -0.9 -0.3
C 4.799151 -1.413579 -5.382317 -0.2 -0.5 0.2
C 4.435521 4.199108 -1.212583 -0.4 -0.3 -0.2
C 5.579263 0.803534 -5.290104 0.0 0.7 0.3
C 4.086884 3.019148 -2.101048 -0.3 0.0 -0.3
C -9.578778 -2.206571 -1.195348 -0.5 -0.1 -0.1
C 0.413265 -2.284155 -0.369328 -2.1 -0.4 3.8
C -1.251445 4.988527 0.403270 0.3 0.4 0.0
C 6.156805 0.866791 3.616945 0.1 0.5 1.3
C 4.676081 -0.150267 -4.553538 0.1 -0.5 0.0
C 2.396398 -0.907177 3.422353 0.7 0.2 -1.6
C -9.522416 -1.106666 -0.160432 -0.3 0.3 0.3
C 4.216079 0.230271 1.876655 -0.9 -0.1 0.1
C -1.959235 -2.662659 -1.623065 0.0 1.3 -0.1
C -5.492354 -6.026127 0.556900 -0.1 1.9 0.2
C 1.116728 -2.125940 0.970011 -1.8 -0.2 -0.3
C -7.370407 -1.771348 -0.833479 0.6 0.3 -0.1
C 5.104470 1.984194 -1.677354 0.2 -0.2 -0.6
C 5.085595 -0.866378 -6.763653 -0.1 -0.3 -0.3
C -2.941844 -1.383084 -1.612962 0.9 -0.4 1.2
C -0.878362 3.337216 -4.537016 -0.5 0.2 0.2
C -1.846787 -2.643102 1.024508 1.8 0.8 1.3
H 5.652356 -2.001000 -5.031330 -0.1 0.0 -0.1
H -4.011172 -4.175584 -0.400569 0.5 -0.1 1.1
H 6.049578 2.084256 -2.217179 -0.1 0.0 0.1
H -5.871476 -4.764006 -1.269910 -0.8 -0.5 1.0
H 4.731645 0.966975 -1.804988 0.1 0.0 0.3
H -0.211213 4.732951 0.182104 -0.1 0.0 0.0
H 4.171451 -0.620578 -7.311636 0.0 0.0 0.0
H -4.616558 -6.425060 -0.033653 -1.1 -0.1 0.8
H -5.677680 -4.103576 1.755918 1.1 -0.8 -0.3
H -4.410978 -5.300214 2.451271 -0.9 0.5 -1.0
H 5.019924 -0.304188 -3.531510 -0.1 0.3 -0.1
H -7.059268 -6.110818 -1.015356 0.3 1.2 0.6
H -2.554454 3.856861 -3.299010 0.0 -0.1 0.0
H -1.063104 2.763458 2.176074 -0.1 -0.1 0.0
H 6.330930 2.773726 2.274188 -0.1 -1.0 1.4
H 3.676944 0.619470 4.551114 -0.9 -1.0 0.1
H 6.062147 -0.853612 5.126770 0.4 1.4 0.0
H -7.132902 -4.527902 0.026630 0.5 -1.1 -0.5
H -1.455853 5.991903 0.027961 0.0 -0.2 -0.2
H -2.694609 3.222101 2.763972 0.1 -0.3 -0.1
H 3.657819 0.246225 -4.562686 0.1 0.1 0.1
H 3.554286 4.786266 -0.958398 0.3 0.2 0.1
H -2.508760 -0.644107 -0.861800 -0.6 -0.7 -1.1
H -6.025833 -6.805073 1.177998 0.7 0.8 -0.9
H -0.755982 5.159706 2.526196 0.0 0.0 -0.1
H -10.305805 -0.358142 -0.284264 0.0 -0.1 0.0
H -3.639639 -2.638258 2.045452 0.4 -0.2 -0.4
H -0.693501 2.723979 -5.421894 0.1 0.1 0.0
H 3.915119 -2.051825 -5.346258 0.1 0.0 -0.1
H -7.706288 -0.196622 0.596441 0.3 0.1 -0.3
H -1.843118 0.900489 -3.442087 0.1 0.2 0.0
H 2.651375 -0.561966 5.582096 0.1 1.1 -1.1
H -9.621478 -1.535131 0.841207 0.0 0.0 -0.1
H 7.289714 3.316818 6.639672 -0.3 -1.0 -0.8
H -0.808775 4.396147 -4.782012 0.3 -0.2 -0.2
H -9.874746 -1.835674 -2.180682 0.0 0.0 0.0
H -2.446610 5.471508 2.119884 0.1 0.0 0.0
H -3.965343 -1.664130 -1.247841 0.8 0.5 -1.0
H -2.465085 1.832502 -2.068384 0.3 -0.1 0.1
H 5.205171 4.832525 -1.659381 0.0 0.1 0.1
H 4.121658 3.244909 -3.166788 0.0 -0.1 0.1
H -8.080464 0.216904 -1.108379 0.1 0.0 0.1
H 4.259587 0.334676 0.747893 0.2 -0.2 1.4
H 3.078298 2.667494 -1.864725 0.1 0.1 -0.1
H -10.256305 -3.009118 -0.902011 0.2 -0.1 -0.1
H -2.725736 -4.887905 0.694937 -1.2 0.3 0.1
H -2.508765 -3.640735 -1.726904 0.6 1.1 0.4
H -2.988496 2.726764 -4.585849 0.0 -0.1 0.1
H 3.876005 1.225044 2.318427 0.6 -1.2 -0.7
H -1.346162 -2.542315 -2.576507 -0.5 -0.2 1.5
H 7.081243 4.341896 4.262203 -0.3 -1.6 0.2
H 5.680666 -1.556753 -7.362223 0.1 0.3 0.0
H 6.837676 0.699528 7.133188 0.0 1.0 -1.3

***

no.,HOMO-LUMO gap (hartree),electronic energy (eV)
1,0.34305,-19740.7093
2,0.34105,-10045.5187
3,0.28060,-164144.4181